ORCA calculation (ωB97M-V/def2-TZVPD) on 9 unconnected molecules or ions with the total composition C38H67N9O6Si in a non-equilibrium geometry.

Geometry (Å):
1 O -2.050 0.657 1.871
2 N -2.435 -0.059 2.757
3 O -1.304 -0.547 3.372
4 Si -0.949 -2.188 2.879
5 C 0.919 -2.263 2.485
6 C 1.272 -2.685 0.976
7 C 1.882 -1.447 0.154
8 O 1.291 -0.345 0.186
9 O 3.094 -1.541 -0.588
10 C -2.101 -2.679 1.439
11 C -2.112 -4.301 1.209
12 C -1.801 -4.607 -0.337
13 O -0.838 -5.395 -0.549
14 O -2.489 -4.026 -1.438
15 H -1.178 -3.059 4.040
16 H 1.462 -1.268 2.681
17 H 1.403 -3.038 3.173
18 H 2.116 -3.470 1.013
19 H 0.417 -3.155 0.390
20 H 3.612 -0.736 -0.339
21 H -3.176 -2.433 1.786
22 H -1.946 -2.099 0.471
23 H -1.248 -4.701 1.836
24 H -3.119 -4.752 1.477
25 H -2.752 -3.100 -1.211
26 C 2.038 -2.709 -3.579
27 C 2.322 -4.057 -4.232
28 C 3.581 -4.044 -5.103
29 C 3.424 -3.044 -6.211
30 N 3.300 -2.260 -7.081
31 H 1.849 -1.932 -4.325
32 H 1.150 -2.773 -2.946
33 H 2.878 -2.390 -2.956
34 H 1.457 -4.349 -4.835
35 H 2.438 -4.813 -3.450
36 H 3.749 -5.033 -5.536
37 H 4.458 -3.781 -4.506
38 C -0.667 -2.100 7.637
39 C -1.894 -2.003 8.537
40 C -2.694 -3.306 8.595
41 C -3.183 -3.667 7.223
42 N -3.568 -3.947 6.146
43 H -0.943 -2.300 6.599
44 H -0.112 -1.158 7.649
45 H 0.005 -2.895 7.974
46 H -2.534 -1.191 8.178
47 H -1.573 -1.736 9.548
48 H -3.553 -3.191 9.261
49 H -2.075 -4.121 8.979
50 C 0.079 1.208 -2.292
51 C -0.113 0.379 -3.557
52 C -1.453 0.645 -4.245
53 C -2.580 0.295 -3.316
54 N -3.464 0.020 -2.588
55 H -0.672 0.969 -1.534
56 H 1.058 1.007 -1.852
57 H 0.018 2.278 -2.513
58 H -0.032 -0.682 -3.302
59 H 0.698 0.605 -4.256
60 H -1.538 0.040 -5.151
61 H -1.537 1.697 -4.531
62 C -2.935 -7.239 -2.734
63 C -3.270 -8.606 -3.321
64 C -4.374 -9.331 -2.548
65 C -3.942 -9.558 -1.129
66 N -3.602 -9.735 -0.016
67 H -2.550 -7.323 -1.716
68 H -2.165 -6.747 -3.332
69 H -3.817 -6.591 -2.716
70 H -2.363 -9.218 -3.334
71 H -3.587 -8.479 -4.361
72 H -4.587 -10.297 -3.014
73 H -5.296 -8.743 -2.552
74 C 6.367 -5.003 2.495
75 C 5.338 -5.280 3.586
76 C 3.947 -4.740 3.244
77 C 4.007 -3.251 3.065
78 N 4.068 -2.066 2.924
79 H 6.517 -3.931 2.345
80 H 7.334 -5.431 2.768
81 H 6.057 -5.444 1.542
82 H 5.687 -4.837 4.524
83 H 5.271 -6.360 3.746
84 H 3.245 -4.975 4.048
85 H 3.574 -5.197 2.323
86 C 0.703 6.478 -1.019
87 C 2.049 6.004 -1.553
88 C 2.074 5.885 -3.079
89 C 1.046 4.890 -3.531
90 N 0.237 4.110 -3.885
91 H -0.097 5.769 -1.254
92 H 0.739 6.577 0.069
93 H 0.435 7.451 -1.441
94 H 2.289 5.037 -1.100
95 H 2.825 6.708 -1.237
96 H 3.060 5.556 -3.414
97 H 1.863 6.852 -3.543
98 C -4.014 9.352 -3.638
99 C -3.314 8.053 -4.022
100 C -2.372 7.539 -2.930
101 C -1.298 8.552 -2.662
102 N -0.457 9.350 -2.454
103 H -3.299 10.165 -3.486
104 H -4.696 9.665 -4.432
105 H -4.595 9.228 -2.720
106 H -2.754 8.211 -4.949
107 H -4.069 7.289 -4.228
108 H -1.906 6.601 -3.246
109 H -2.923 7.349 -2.005
110 C -0.210 10.079 1.835
111 C 0.910 10.031 2.869
112 C 2.080 9.144 2.438
113 C 1.606 7.735 2.238
114 N 1.232 6.629 2.082
115 H -0.655 9.093 1.676
116 H -1.009 10.745 2.171
117 H 0.159 10.449 0.873
118 H 0.501 9.670 3.818
119 H 1.277 11.047 3.043
120 H 2.860 9.153 3.203
121 H 2.516 9.511 1.505

Properties
**Multiplicity**: 1
**Structure (SMILES)**: O=NO[SiH](CCC(=O)O)CCC(=O)O.CCCC#N.CCCC#N.CCCC#N.CCCC#N.CCCC#N.CCCC#N.CCCC#N.CCCC#N

ORCA calculation (ωB97M-V/def2-TZVPD) on a molecular structure, C38H67O15Y in a non-equilibrium geometry.

Geometry (Å):
1 Y -5.232 -23.502 -5.086
2 C -6.368 -20.221 -2.045
3 C -6.341 -21.722 -2.295
4 O -5.827 -21.995 -3.593
5 H -6.775 -20.009 -1.056
6 H -6.998 -19.741 -2.801
7 H -5.377 -19.773 -2.141
8 H -7.355 -22.138 -2.263
9 H -5.693 -22.193 -1.545
10 C -7.916 -15.826 -2.665
11 C -8.963 -16.869 -2.325
12 C -9.043 -17.738 -3.583
13 O -7.847 -17.446 -4.342
14 C -6.973 -16.648 -3.551
15 H -7.421 -15.359 -1.814
16 H -8.260 -15.016 -3.312
17 H -9.914 -16.475 -1.969
18 H -8.591 -17.451 -1.476
19 H -9.912 -17.469 -4.180
20 H -9.010 -18.790 -3.301
21 H -6.416 -16.002 -4.234
22 H -6.280 -17.269 -2.975
23 C -4.504 -16.839 -0.193
24 C -4.058 -15.369 -0.080
25 C -4.945 -14.821 1.045
26 O -6.129 -15.613 1.040
27 C -5.774 -16.938 0.672
28 H -3.752 -17.527 0.196
29 H -4.719 -17.156 -1.208
30 H -4.221 -14.798 -0.992
31 H -3.006 -15.326 0.197
32 H -5.201 -13.780 0.857
33 H -4.454 -14.892 2.023
34 H -6.590 -17.357 0.073
35 H -5.671 -17.575 1.556
36 C -10.436 -20.951 -0.158
37 C -10.190 -19.477 0.148
38 C -10.913 -19.267 1.500
39 O -11.277 -20.550 1.966
40 C -10.579 -21.541 1.248
41 H -9.602 -21.375 -0.727
42 H -11.343 -21.100 -0.744
43 H -10.635 -18.770 -0.552
44 H -9.123 -19.252 0.212
45 H -11.853 -18.736 1.363
46 H -10.265 -18.730 2.197
47 H -11.105 -22.490 1.336
48 H -9.578 -21.669 1.705
49 C -10.264 -20.415 -5.590
50 C -11.629 -19.868 -6.043
51 C -12.319 -19.548 -4.692
52 O -11.446 -20.061 -3.668
53 C -10.683 -21.069 -4.284
54 H -9.605 -19.581 -5.355
55 H -9.765 -21.064 -6.310
56 H -12.206 -20.628 -6.567
57 H -11.539 -18.969 -6.647
58 H -13.287 -20.053 -4.613
59 H -12.477 -18.488 -4.509
60 H -11.206 -22.030 -4.411
61 H -9.858 -21.304 -3.596
62 O -1.486 -23.105 -0.184
63 C -1.414 -21.984 -0.602
64 O -0.861 -20.994 0.124
65 C -1.080 -19.714 -0.472
66 C -2.183 -19.915 -1.510
67 C -2.005 -21.404 -1.877
68 H -0.150 -19.331 -0.892
69 H -1.389 -19.007 0.297
70 H -2.033 -19.290 -2.393
71 H -3.202 -19.742 -1.165
72 H -1.290 -21.496 -2.698
73 H -2.925 -21.931 -2.136
74 O -10.045 -25.744 -0.538
75 C -9.145 -25.252 0.071
76 O -8.552 -24.098 -0.351
77 C -7.500 -23.710 0.537
78 C -7.652 -24.535 1.825
79 C -8.550 -25.696 1.383
80 H -7.579 -22.654 0.797
81 H -6.521 -23.835 0.067
82 H -8.141 -23.944 2.597
83 H -6.710 -24.913 2.210
84 H -9.356 -25.970 2.058
85 H -7.991 -26.614 1.181
86 O -3.884 -19.776 1.494
87 C -3.693 -20.914 1.771
88 O -2.700 -21.256 2.588
89 C -2.651 -22.678 2.798
90 C -3.990 -23.221 2.297
91 C -4.405 -22.177 1.275
92 H -2.520 -22.863 3.862
93 H -1.790 -23.102 2.287
94 H -4.696 -23.365 3.115
95 H -3.854 -24.209 1.850
96 H -5.467 -21.983 1.199
97 H -3.887 -22.370 0.331
98 O -7.360 -24.145 -4.541
99 C -8.444 -24.665 -4.212
100 O -9.534 -24.039 -4.464
101 C -10.674 -24.740 -3.880
102 C -10.191 -26.171 -3.753
103 C -8.689 -25.978 -3.533
104 H -11.531 -24.666 -4.540
105 H -10.967 -24.341 -2.910
106 H -10.404 -26.722 -4.668
107 H -10.618 -26.723 -2.921
108 H -8.060 -26.783 -3.901
109 H -8.468 -25.787 -2.476
110 O -4.892 -21.498 -6.260
111 C -4.313 -20.398 -6.259
112 O -3.864 -19.910 -7.359
113 C -3.424 -18.517 -7.139
114 C -3.108 -18.433 -5.648
115 C -4.086 -19.490 -5.087
116 H -4.249 -17.864 -7.428
117 H -2.590 -18.285 -7.792
118 H -3.360 -17.443 -5.282
119 H -2.070 -18.687 -5.451
120 H -5.059 -19.039 -4.846
121 H -3.752 -20.047 -4.215

Properties
**Charge**: +2
**Relative energy (zero: lowest compared OMol25 entry of this formula, charge and spin)**: 0.0 kcal per mole
**Multiplicity**: 1

ORCA calculation (ωB97M-V/def2-TZVPD) on a molecular structure, C38H68AsBInN8P2.

Geometry (Å):
1 In -0.213 0.642 0.505
2 C -1.377 2.545 -5.142
3 C -0.097 2.498 -4.301
4 C 1.107 2.858 -5.176
5 C -0.218 3.564 -3.208
6 P -0.028 0.851 -3.390
7 C 1.763 0.824 -2.890
8 N 2.075 -0.116 -1.817
9 B 1.485 -0.341 -0.534
10 N 2.258 -1.358 0.111
11 C 2.188 -1.891 1.457
12 P 0.453 -2.164 2.047
13 C 0.087 -3.880 1.366
14 C -1.415 -4.160 1.493
15 C 0.420 -3.834 -0.135
16 C 0.867 -5.023 2.012
17 C 0.754 -2.226 3.905
18 C 1.935 -3.069 4.399
19 C -0.534 -2.705 4.582
20 C 1.001 -0.770 4.334
21 C 3.292 -1.726 -0.754
22 C 4.309 -2.656 -0.598
23 C 5.215 -2.820 -1.637
24 C 5.115 -2.059 -2.796
25 C 4.108 -1.116 -2.950
26 C 3.192 -0.956 -1.920
27 C -0.063 -0.559 -4.658
28 C 0.552 -1.798 -3.981
29 C 0.709 -0.323 -5.957
30 C -1.528 -0.853 -5.013
31 H -1.576 3.580 -5.432
32 H -2.245 2.188 -4.583
33 H -1.290 1.960 -6.057
34 H 0.981 3.884 -5.532
35 H 1.203 2.221 -6.051
36 H 2.048 2.831 -4.624
37 H -0.336 4.547 -3.668
38 H 0.673 3.600 -2.579
39 H -1.089 3.392 -2.572
40 H 2.072 1.834 -2.611
41 H 2.349 0.549 -3.765
42 H 2.651 -1.202 2.168
43 H 2.756 -2.820 1.503
44 H -1.990 -3.432 0.919
45 H -1.763 -4.146 2.526
46 H -1.629 -5.152 1.087
47 H 0.007 -2.946 -0.618
48 H -0.020 -4.711 -0.615
49 H 1.494 -3.857 -0.322
50 H 0.540 -5.215 3.033
51 H 1.944 -4.847 2.019
52 H 0.691 -5.937 1.438
53 H 1.712 -4.132 4.407
54 H 2.172 -2.780 5.427
55 H 2.839 -2.913 3.809
56 H -0.739 -3.754 4.370
57 H -1.400 -2.116 4.266
58 H -0.436 -2.604 5.666
59 H 2.018 -0.445 4.110
60 H 0.865 -0.686 5.416
61 H 0.309 -0.080 3.845
62 H 4.413 -3.240 0.308
63 H 6.014 -3.541 -1.536
64 H 5.838 -2.196 -3.589
65 H 4.059 -0.523 -3.853
66 H 1.641 -1.755 -3.990
67 H 0.256 -2.691 -4.538
68 H 0.252 -1.936 -2.941
69 H 1.738 -0.006 -5.782
70 H 0.223 0.410 -6.598
71 H 0.753 -1.263 -6.515
72 H -2.164 -0.950 -4.132
73 H -1.582 -1.787 -5.579
74 H -1.957 -0.070 -5.635
75 N 2.172 1.427 1.960
76 H 3.044 0.971 2.211
77 H 1.890 1.961 2.775
78 H 2.404 2.114 1.247
79 N 0.099 2.827 0.100
80 C 0.164 3.985 -0.017
81 C 0.224 5.349 -0.140
82 C 1.262 6.030 0.546
83 N 2.118 6.571 1.095
84 C -0.743 6.001 -0.945
85 N -1.553 6.490 -1.603
86 C -3.532 -1.299 1.902
87 C -3.193 -1.305 0.460
88 N -2.075 -0.855 -0.085
89 C -2.119 -1.214 -1.413
90 C -3.271 -1.876 -1.677
91 N -3.944 -1.919 -0.476
92 H -2.676 -0.894 2.431
93 H -3.687 -2.317 2.263
94 H -4.426 -0.715 2.122
95 H -1.312 -0.981 -2.081
96 H -3.667 -2.303 -2.581
97 H -4.836 -2.355 -0.312
98 C -3.296 2.109 4.963
99 C -2.476 1.107 4.156
100 As -1.366 1.890 2.729
101 C -2.608 3.130 1.872
102 C -3.647 2.407 1.027
103 C -0.285 3.088 3.850
104 C 0.508 4.209 3.197
105 H -3.926 1.565 5.668
106 H -3.958 2.700 4.331
107 H -2.682 2.792 5.548
108 H -3.142 0.377 3.715
109 H -1.784 0.560 4.800
110 H -2.008 3.799 1.258
111 H -3.071 3.737 2.649
112 H -3.186 1.785 0.254
113 H -4.291 3.124 0.518
114 H -4.284 1.758 1.632
115 H 0.339 2.439 4.469
116 H -1.035 3.529 4.507
117 H 1.243 3.872 2.470
118 H 1.047 4.766 3.964
119 H -0.149 4.914 2.689

Properties
**Charge**: +1
**Relative energy (zero: lowest compared OMol25 entry of this formula, charge and spin)**: 6.3 kcal per mole
**Multiplicity**: 1

Number 1: HOMO-LUMO gap 10.43 eV. Number 2: HOMO-LUMO gap 4.42 eV. Number 3: HOMO-LUMO gap 7.78 eV.